1 | Formula: C5H9NO4
Source: OMol25
Level of theory: wB97M-V/def2-TZVPD

Computed properties:
2S+1 = 1
HOMO = -10.5 eV
Structure (SMILES) = N[C@@H](CCC(=O)O)C(=O)O
Orbital gap = 10.939 eV

Positions of all 19 atoms, in Å:
N -1.0634 0.6004 2.2334
C 0.0949 0.5511 1.1160
C -0.3144 -0.5408 0.0622
C 0.5727 -0.5811 -1.2009
C 0.2206 -1.8519 -1.8741
O -0.6027 -2.6561 -1.7018
O 1.2680 -2.1573 -2.8389
C 0.1442 1.9894 0.5958
O 0.5443 2.2946 -0.5113
O -0.4106 2.9318 1.4005
H -1.7422 0.3154 1.5251
H -0.9671 -0.2079 2.8135
H 1.0758 0.4047 1.5326
H -0.4044 -1.4917 0.6207
H -1.3687 -0.4680 -0.2553
H 1.6045 -0.6049 -1.0376
H 0.4064 0.3366 -1.7923
H 1.7693 -1.2662 -2.8194
H -0.8273 2.4018 2.1318

***

2 | Formula: C5H9NO4
Source: OMol25
Level of theory: wB97M-V/def2-TZVPD

Computed properties:
2S+1 = 1
HOMO = -9.2 eV
Structure (SMILES) = COC#[N+][O-].COC(C)=O
Orbital gap = 9.410 eV

Positions of all 19 atoms, in Å:
C 2.1978 2.2987 0.1477
O 1.6567 0.9901 0.3138
C 0.3970 0.8834 -0.0038
N -0.4240 1.3905 -0.6896
O -1.5154 1.5903 -1.1307
H 2.0080 2.6684 -0.8633
H 3.2690 2.2136 0.3184
H 1.7577 2.9923 0.8694
C -1.5430 -1.7895 -1.5791
O -0.5917 -1.6628 -0.5291
C -0.9356 -0.9309 0.5478
C 0.0895 -1.1385 1.6501
O -2.0029 -0.3947 0.6912
H -1.0565 -1.5086 -2.5138
H -2.4011 -1.1423 -1.3881
H -1.8630 -2.8314 -1.6273
H 1.0666 -1.3760 1.2347
H 0.1451 -0.2682 2.3005
H -0.2542 -1.9845 2.2514

***

3 | Formula: C5H9NO4
Source: OMol25
Level of theory: wB97M-V/def2-TZVPD

Computed properties:
2S+1 = 1
HOMO = -10.3 eV
Structure (SMILES) = CN1C(=O)CCOC1=O.O
Orbital gap = 10.939 eV

Positions of all 19 atoms, in Å:
C -1.5967 -0.7052 -1.7645
N -0.9168 -0.3614 -0.5218
C -0.9655 -1.2476 0.5464
O -1.5165 -2.3253 0.4488
C -0.3044 -0.7695 1.8104
C 0.8240 0.1801 1.4880
O 0.3497 1.2320 0.6404
C -0.3868 0.9261 -0.4402
O -0.6887 1.7872 -1.2332
H -1.8901 0.1999 -2.3112
H -0.9260 -1.3037 -2.3886
H -2.4895 -1.2844 -1.5184
H -1.0705 -0.2746 2.4265
H 0.0612 -1.6422 2.3636
H 1.2153 0.6690 2.3849
H 1.6407 -0.3342 0.9638
O 2.8321 1.3733 -1.0611
H 2.9367 1.7586 -0.1718
H 2.8917 2.1218 -1.6618

***

4 | Formula: C5H9NO4
Source: OMol25
Level of theory: wB97M-V/def2-TZVPD

Computed properties:
2S+1 = 1
HOMO = -7.3 eV
Orbital gap = 7.517 eV

Positions of all 19 atoms, in Å:
C -3.4809 0.1082 0.2039
N -2.2515 0.8551 0.3608
C -1.1559 0.6024 -0.3325
O -0.9034 -0.4777 -0.9189
C 0.1480 1.2866 0.1298
O 0.1885 1.9747 1.1682
C 1.0934 0.4297 -0.4122
C 2.1600 0.3627 -1.3796
O 2.7131 0.3438 -0.0167
H -3.2998 -0.9678 0.3271
H -4.1926 0.4370 0.9683
H -3.9092 0.2780 -0.7933
H -2.1253 1.4733 1.1561
H 2.3161 -0.5811 -1.9147
H 2.4390 1.2959 -1.8778
H 2.8623 -0.6096 0.2848
H 1.7599 -2.3720 0.6651
O 2.6908 -2.1268 0.7361
H 2.9477 -2.3124 1.6457

***

3 ends up most stable, edging out the next structure by 0.0402 hartree.

***

1 | Formula: C3H4NP
Source: OMol25
Level of theory: wB97M-V/def2-TZVPD

Computed properties:
2S+1 = 1
HOMO = -9.6 eV
Structure (SMILES) = [H]/P=C(\C)C#N
Orbital gap = 8.498 eV

Positions of all 9 atoms, in Å:
H -0.1788 -0.2071 -2.3366
P -1.0870 -0.7894 -1.5293
C -0.5232 -0.2172 -0.0167
C 0.9971 0.3276 0.1844
C -1.3295 -0.3551 1.0871
N -1.9529 -0.1919 2.0512
H 1.3593 0.1738 1.1089
H 1.7038 -0.0650 -0.4898
H 1.0113 1.3243 -0.0592

***

2 | Formula: C3H4NP
Source: OMol25
Level of theory: wB97M-V/def2-TZVPD

Computed properties:
2S+1 = 1
HOMO (alpha / beta) = -8.9 / -9.1 eV
Orbital gap (alpha / beta) = 6.958 / 7.736 eV

Positions of all 9 atoms, in Å:
C -2.5762 1.0552 0.0821
C -2.3267 -0.2076 -0.0131
C 0.3893 0.9420 -0.0239
N -2.8419 2.1962 0.1625
P -2.7162 -1.7918 -0.0757
H 0.3017 2.0273 -0.0719
H 0.3902 0.2953 0.7626
H 0.3475 0.5561 -1.0083
H -1.4121 -2.5745 -0.4729

***

3 | Formula: C3H4NP
Source: OMol25
Level of theory: wB97M-V/def2-TZVPD

Computed properties:
2S+1 = 1
HOMO (alpha / beta) = -9.5 / -9.5 eV
Orbital gap (alpha / beta) = 6.948 / 6.932 eV

Positions of all 9 atoms, in Å:
C -2.7797 -0.5841 -0.2781
C 2.0034 0.4553 0.0223
C 0.8656 -0.2025 0.1391
N -2.9999 -1.7072 -0.4732
P -2.5322 1.1182 0.1072
H 1.9406 1.3815 0.4809
H 2.9577 0.3176 -0.4063
H 0.5306 -1.1772 -0.1261
H 0.0138 0.3983 0.5342

***

1 ends up most stable, edging out the next structure by 0.0680 hartree.

***

1 | Formula: C3H4NP
Source: OMol25
Level of theory: wB97M-V/def2-TZVPD

Computed properties:
2S+1 = 1
HOMO = -9.3 eV
Orbital gap = 9.442 eV

Positions of all 9 atoms, in Å:
C 0.9968 0.6902 -0.3596
C 0.9277 -0.6115 0.1276
C -1.2532 0.6206 -0.1872
N -0.2113 1.3531 -0.4523
P -0.7864 -1.0893 -0.0063
H 1.9563 1.2847 -0.3770
H 1.9249 -1.9163 0.3002
H -2.3271 1.0984 -0.2404
H -1.2277 -1.4299 1.1951

***

2 | Formula: C3H4NP
Source: OMol25
Level of theory: wB97M-V/def2-TZVPD

Computed properties:
2S+1 = 1
HOMO (alpha / beta) = -8.6 / -9.4 eV
Orbital gap (alpha / beta) = 8.340 / 8.814 eV

Positions of all 9 atoms, in Å:
C 0.2553 0.9017 0.0692
C -1.6593 -1.1361 -0.0477
C 1.2020 -0.2484 -0.0578
N 1.0104 -1.4105 0.1386
P -1.6274 0.4790 0.0450
H 0.7474 1.4883 0.8494
H -2.3586 -1.8940 -0.2877
H 0.2836 1.5599 -0.8336
H 2.1465 0.2601 0.1245

***

1 ends up most stable, edging out the next structure by 0.0430 hartree.

***

1 | Formula: C10H14N4O5
Source: OMol25
Level of theory: wB97M-V/def2-TZVPD

Computed properties:
2S+1 = 1
HOMO = -8.8 eV
Structure (SMILES) = N[C@@H](CC(=O)O)C(=O)N[C@@H](Cc1c[nH]cn1)C(=O)O
Orbital gap = 9.339 eV

Positions of all 33 atoms, in Å:
N 0.3954 0.4836 -2.2469
C -0.4604 -0.6375 -1.9897
C -0.5407 -1.5340 -3.1828
C -1.0582 -0.8536 -4.3537
O -0.4227 -0.9046 -5.3874
O -2.2951 -0.1799 -4.0371
C 0.1779 -1.4655 -0.8240
O 0.4611 -2.6564 -0.7458
N 0.3221 -0.5664 0.1769
C 0.5187 -1.1343 1.5004
C 1.5270 -0.1211 2.3144
C 0.9850 1.2211 2.3519
C 1.6176 2.1505 3.0929
N 0.9219 3.2929 3.1105
C -0.2144 3.0089 2.3595
N -0.1658 1.7541 1.8830
C -0.8204 -1.4018 2.0505
O -1.2906 -1.1203 3.1918
O -1.6230 -1.7304 1.0275
H 0.1766 1.0406 -3.0357
H 1.4006 0.2445 -2.4615
H -1.4414 -0.2133 -1.7974
H -1.1912 -2.4168 -2.8978
H 0.4134 -1.8064 -3.4647
H -2.8533 -0.1382 -4.8861
H 0.1509 0.4163 0.0606
H 0.9709 -2.0848 1.4966
H 1.6690 -0.5968 3.2158
H 2.5486 -0.1126 1.8774
H 2.2881 1.8646 3.8388
H 1.2493 4.0210 3.7572
H -0.9447 3.8194 2.5303
H -2.4719 -1.6429 1.4747

***

2 | Formula: C10H14N4O5
Source: OMol25
Level of theory: wB97M-V/def2-TZVPD

Computed properties:
2S+1 = 1
HOMO = -8.8 eV
Structure (SMILES) = N[C@@H](Cc1c[nH]cn1)C(=O)N[C@@H](CC(=O)O)C(=O)O
Orbital gap = 9.513 eV

Positions of all 33 atoms, in Å:
N 1.1477 -0.5977 -0.7350
C 0.7467 0.7542 -0.4526
C -0.0839 1.3561 -1.6396
C 0.7635 1.7534 -2.8315
C 0.9486 3.0499 -3.2634
N 1.6728 2.8597 -4.4205
C 2.0200 1.5743 -4.5630
N 1.4658 0.8623 -3.5589
C -0.0752 0.7997 0.8424
O -0.1117 1.7858 1.5254
N -0.6011 -0.4106 1.1289
C -1.2322 -0.6599 2.4012
C -2.2101 -1.8273 2.3419
C -1.5306 -3.1698 2.1777
O -1.4068 -4.0270 3.0215
O -1.0838 -3.3509 0.9286
C -0.1607 -0.8118 3.4803
O 0.9921 -1.1006 3.3072
O -0.7771 -0.7608 4.6757
H 1.6514 -0.7036 -1.6442
H 1.7537 -0.8981 0.0088
H 1.6017 1.4362 -0.3008
H -0.5973 2.2672 -1.2583
H -0.8447 0.6125 -1.9000
H 0.3895 3.9443 -3.0609
H 1.9223 3.6326 -5.0127
H 2.5322 1.1990 -5.4392
H -0.4774 -1.1577 0.4571
H -1.8145 0.1992 2.7164
H -2.7519 -1.8173 3.2865
H -2.9809 -1.6756 1.5940
H -0.8374 -4.2910 0.8768
H -0.0309 -0.8267 5.3102

***

2 ends up most stable, edging out the next structure by 0.1006 hartree.

***

1 | Formula: C5H8NOS
Source: OMol25
Level of theory: wB97M-V/def2-TZVPD

Computed properties:
2S+1 = 1
HOMO (alpha / beta) = -12.6 / -12.6 eV
Net charge = +1
Orbital gap (alpha / beta) = 7.927 / 7.926 eV

Positions of all 16 atoms, in Å:
C -2.5863 0.4339 -0.3343
C -1.1960 0.3875 -0.7799
C -2.5586 0.2203 1.0126
C -0.5264 0.3014 0.4060
C 1.7188 -0.4375 0.3543
N 1.6895 -0.7724 -1.1134
O -1.2966 0.1765 1.4696
S 2.7677 0.9112 0.7867
H -3.5171 0.7314 -0.7683
H -0.6414 0.7876 -1.5926
H -3.1554 0.0704 1.8799
H 1.6156 -1.4050 0.9378
H 2.5984 -0.4508 -1.3988
H 1.4609 -1.7109 -1.3911
H 1.0311 -0.0743 -1.4662
H 2.5956 0.8307 1.9976

***

2 | Formula: C5H8NOS
Source: OMol25
Level of theory: wB97M-V/def2-TZVPD

Computed properties:
2S+1 = 1
HOMO = -16.0 eV
Net charge = +1
Orbital gap = 10.268 eV

Positions of all 16 atoms, in Å:
C 0.4213 2.2640 -1.7186
C -0.1227 0.3712 -0.7431
C 0.0515 -2.0095 0.2777
C -0.2895 0.1648 1.7686
C -0.6148 -0.5900 0.5717
N -0.1139 1.7453 -0.6704
O 0.8848 1.4102 -2.5854
S 0.6573 -0.1217 -2.1662
H 0.5872 3.2570 -1.8475
H -0.3238 -2.6829 0.9849
H 1.0390 -1.7836 0.5658
H -0.0357 -2.0806 -0.8043
H 0.7351 0.3621 1.6725
H -0.3472 -0.6131 2.5568
H -0.8877 1.0017 1.7655
H -1.6410 -0.6949 0.3719

***

2 ends up most stable, edging out the next structure by 0.1072 hartree.